## 1
DFT (ωB97M-V/def2-TZVPD) results for a gas-phase ion, C3H7BrN (charge +1).

The HOMO energy (spin up / spin down) comes out at -0.5571 / -0.5178 Ha. Its SMILES is C[N+](C)=CBr.

The geometry in ORCA input format:
```
! RIJCOSX wB97M-V def2-TZVPD def2/J DEFGRID3
* xyz 1 1
Br 0.603 -2.874 -1.819
N -0.072 -0.223 -0.412
C 1.313 -0.034 -0.288
C -0.646 -1.823 -1.091
C -0.884 0.577 0.391
H -0.965 1.693 0.032
H -1.932 0.163 0.603
H -1.669 -1.914 -1.454
H 1.612 -0.486 0.676
H 1.556 1.068 -0.197
H 1.996 -0.651 -0.986
H -0.337 0.858 1.350
*
```

Quick look at the Mulliken charges, all values in e: number 1, Br, carries 0.113; number 2, N, carries 0.137; number 3, C, carries -0.866; number 4, C, carries -0.033; number 5, C, carries -0.784; number 6, H, carries 0.322; number 7, H, carries 0.318; number 8, H, carries 0.415; number 9, H, carries 0.454; number 10, H, carries 0.363; number 11, H, carries 0.211; number 12, H, carries 0.351

---

## 2
DFT (ωB97M-V/def2-TZVPD) results for 2 unconnected molecules or ions with the total composition C3H7BrN.

The HOMO energy (spin up / spin down) comes out at -0.5495 / -0.5348 Ha.

The geometry in ORCA input format:
```
! RIJCOSX wB97M-V def2-TZVPD def2/J DEFGRID3
* xyz 1 1
Br 3.726 -0.101 -0.242
N 0.076 0.252 0.027
C -1.366 0.567 0.234
C 0.878 1.182 -0.203
C 0.185 -1.152 -0.142
H 1.094 -1.668 -0.463
H -1.379 1.632 0.676
H -1.823 0.481 -0.808
H -0.076 -1.654 0.917
H -1.809 -0.188 0.914
H -0.381 -1.632 -0.991
H 0.874 2.281 0.082
*
```

Quick look at the Mulliken charges, all values in e: number 1, Br, carries 0.059; number 2, N, carries 0.110; number 3, C, carries -0.759; number 4, C, carries 0.102; number 5, C, carries -0.747; number 6, H, carries 0.268; number 7, H, carries 0.308; number 8, H, carries 0.348; number 9, H, carries 0.361; number 10, H, carries 0.316; number 11, H, carries 0.326; number 12, H, carries 0.308

---

What is the stability order? It is 1, 2, from most stable to least stable.